C5H12N2 | ωB97M-V/def2-TZVPD

The total charge is +2. The calculation puts the lowest unoccupied orbital energy at -9.56 eV. As for the relative energy (zero: lowest compared OMol25 entry of this formula, charge and spin): 63.09 kcal/mol. The value obtained for the electronic energy is -306.470342 hartree. Its SMILES is C=[NH+]C(=C)CC[NH3+].

Last columns: bonded neighbours and bond lengths (Å).
Atoms and positions in Å:
1 C 1.642 -0.217 0.991  C2 1.636, N7 1.531, H8 1.094, H9 1.123
2 C 0.312 -1.029 0.493  C1 1.636, C3 1.502, H10 1.096, H11 1.122
3 C -0.334 -0.416 -0.717  C2 1.502, C4 1.317, N6 1.407
4 C 0.407 -0.035 -1.736  C3 1.317, H12 1.164, H13 1.047
5 C -2.499 0.592 -1.290  N6 1.333, H14 1.086, H15 1.083
6 N -1.732 -0.417 -0.878  C3 1.407, C5 1.333, H16 1.014
7 N 0.962 1.003 1.618  C1 1.531, H17 1.000, H18 1.025, H19 1.011
8 H 2.283 0.175 0.196  C1 1.094
9 H 2.125 -0.806 1.816  C1 1.123
10 H 0.586 -2.059 0.237  C2 1.096
11 H -0.142 -1.245 1.495  C2 1.122
12 H 1.481 0.403 -1.638  C4 1.164
13 H 0.324 -0.231 -2.762  C4 1.047
14 H -2.083 1.562 -1.033  C5 1.086
15 H -3.491 0.300 -1.611  C5 1.083
16 H -2.219 -1.227 -0.511  N6 1.014
17 H 1.450 1.500 2.336  N7 1.000
18 H 0.217 0.533 2.141  N7 1.025
19 H 0.710 1.614 0.853  N7 1.011